DFT (the ωB97M-V functional and the def2-TZVPD basis) results for 2 unconnected molecules or ions with the total composition C3H8N2O2 at a distorted geometry.

For the HOMO energy, the calculation gives -9.1048 eV. As for the electronic energy: -378.98964 Ha. The value obtained for the lowest unoccupied orbital energy is 0.88 eV. Its structure (SMILES) is CC(C)=O.NN=O. The HOMO-LUMO gap is 9.98 eV.

ORCA input file:
```
! wB97M-V def2-TZVPD RIJCOSX def2/J DEFGRID3
* xyz 0 1
C 0.4546 1.2828 0.2828
C 2.0022 -0.5300 -0.3898
C 0.8922 -0.1702 0.5487
N -2.6943 -0.3008 -0.7883
N -2.2826 -0.7292 0.3610
O -1.9640 0.2944 -1.5816
O 0.4091 -0.9298 1.3698
H -0.0439 1.2551 -0.7591
H -0.1281 1.8177 1.0130
H 1.2449 1.9977 0.1651
H 1.5496 -1.2364 -1.2181
H 2.7732 -1.1465 0.1677
H 2.3395 0.3394 -0.9972
H -3.0625 -1.2299 0.8792
H -1.4900 -0.7143 0.9468
*
```


DFT (the ωB97M-V functional and the def2-TZVPD basis) results for 2 unconnected molecules or ions with the total composition C3H8N2O2 at a distorted geometry.

For the HOMO energy, the calculation gives -8.5140 eV. As for the electronic energy: -378.92616 Ha. The value obtained for the lowest unoccupied orbital energy is 0.50 eV. Its structure (SMILES) is N=C=O.CCNO. The HOMO-LUMO gap is 9.01 eV.

ORCA input file:
```
! wB97M-V def2-TZVPD RIJCOSX def2/J DEFGRID3
* xyz 0 1
C 0.8458 -0.5322 -0.7436
C 0.6896 -1.8117 0.0363
N 0.5589 0.8431 0.2477
C -1.8823 0.2899 0.1835
O -2.2165 -0.7319 -0.3635
O 0.3322 2.2141 0.5409
N -2.2302 1.4640 0.2883
H 0.3969 2.7156 -0.2822
H 1.0620 0.5728 1.0954
H -1.6435 2.0722 0.8442
H 1.8799 -0.3232 -1.0070
H 0.2417 -0.3992 -1.6353
H 0.1097 -2.5471 -0.5123
H 1.6777 -2.1840 0.3227
H 0.1783 -1.6425 0.9848
*
```


DFT (the ωB97M-V functional and the def2-TZVPD basis) results for C3H8N2O2 in the gas phase at a distorted geometry.

For the HOMO energy, the calculation gives -8.7892 eV. As for the electronic energy: -378.99007 Ha. The value obtained for the lowest unoccupied orbital energy is -0.11 eV. Its structure (SMILES) is C[C@H](N=O)[C@@H](N)O. The HOMO-LUMO gap is 8.68 eV.

ORCA input file:
```
! wB97M-V def2-TZVPD RIJCOSX def2/J DEFGRID3
* xyz 0 1
C 0.7339 -0.1651 0.4818
C -0.4967 0.1111 -0.3178
C -1.5906 0.8911 0.3807
N 1.7746 -0.9029 -0.1170
O 1.1870 1.3735 0.6048
N -1.1396 -1.4263 -0.6375
O -0.8362 -1.8589 -1.7284
H 2.1510 1.3029 0.5046
H 0.5320 -0.4969 1.5010
H -0.2850 0.5047 -1.3148
H 1.7157 -1.8987 0.0741
H 1.8809 -0.7131 -1.1087
H -1.3636 1.9599 0.3749
H -2.5535 0.7419 -0.1197
H -1.7097 0.5767 1.4219
*
```


DFT (the ωB97M-V functional and the def2-TZVPD basis) results for 2 unconnected molecules or ions with the total composition C3H8N2O2 at a distorted geometry.

For the HOMO energy (alpha / beta), the calculation gives -5.2626 / -9.1038 eV. As for the electronic energy: -378.84600 Ha. The value obtained for the lowest unoccupied orbital energy (alpha / beta) is 0.63 / -0.89 eV. The HOMO-LUMO gap (alpha / beta) is 5.89 / 8.21 eV. As for the expectation value of S²: 2.01.

ORCA input file:
```
! wB97M-V def2-TZVPD RIJCOSX def2/J DEFGRID3
* xyz 0 3
C 0.0108 1.4966 0.7416
C -0.7380 0.1832 0.1052
C 0.4940 0.2070 -0.8296
N 1.1260 1.1460 -0.1558
N -2.0524 0.3047 -0.4061
O 2.2722 1.5522 -0.1555
O 1.6635 -1.6855 0.0406
H -0.5130 2.4146 0.4017
H 0.3482 1.4445 1.8062
H -0.7394 -0.5024 0.8625
H 0.7392 -0.2697 -1.7046
H 1.6210 -2.6420 0.3389
H -2.7532 -0.4802 -0.2594
H -2.0010 0.3982 -1.5035
H 2.1812 -1.6463 -0.7783
*
```


DFT (the ωB97M-V functional and the def2-TZVPD basis) results for C3H8N2O2S in the gas phase at a distorted geometry.

For the HOMO energy, the calculation gives -10.6849 eV. As for the electronic energy: -777.14510 Ha. The value obtained for the lowest unoccupied orbital energy is 0.55 eV. Its structure (SMILES) is CC(C)N1NS1(=O)=O. The HOMO-LUMO gap is 11.23 eV.

ORCA input file:
```
! wB97M-V def2-TZVPD RIJCOSX def2/J DEFGRID3
* xyz 0 1
C 0.6696 1.3896 -0.3670
C 1.8668 -0.6282 0.3844
C 0.4709 0.0673 0.3012
N -1.5839 -1.5032 0.3383
N -0.6418 -0.6757 -0.5802
O -3.0290 -0.1575 -1.2412
O -2.4018 0.9784 0.8483
S -2.0956 0.0135 -0.1966
H -0.2146 1.9769 -0.1251
H 1.5495 1.8192 -0.0634
H 0.6557 1.2387 -1.4379
H 2.0345 -1.4055 -0.4097
H 1.8921 -1.0829 1.2886
H 2.5922 0.1884 0.3114
H 0.0842 0.0905 1.2568
H -1.8488 -2.3095 -0.3077
*
```


DFT (the ωB97M-V functional and the def2-TZVPD basis) results for a molecular structure, C3H8N2O4 at a distorted geometry.

For the HOMO energy, the calculation gives -9.0405 eV. As for the electronic energy: -529.47257 Ha. The value obtained for the lowest unoccupied orbital energy is -1.15 eV. The HOMO-LUMO gap is 7.89 eV.

ORCA input file:
```
! wB97M-V def2-TZVPD RIJCOSX def2/J DEFGRID3
* xyz 0 1
C 0.8206 -1.6561 -0.9680
C 0.2027 -0.0178 0.6823
N 0.7937 0.6922 1.7434
O -0.6747 -1.0116 1.1324
N 0.9397 -0.3304 -0.4037
H -0.8534 -0.8152 2.0613
H 1.8060 0.6760 1.6922
H 0.4888 1.6615 1.7516
H -0.2067 -2.0124 -1.0564
H 1.3090 -1.6755 -1.9406
H 1.3549 -2.3312 -0.2869
C -0.8805 1.3443 -0.2985
O -0.4352 0.6706 -1.6654
O -2.1714 0.9938 -0.1213
O -0.4636 2.4689 -0.1129
H -2.2188 0.0245 -0.1727
H 0.1888 1.3182 -2.0370
*
```


DFT (the ωB97M-V functional and the def2-TZVPD basis) results for a gas-phase ion, C3H8N2OS (charge -1) at a distorted geometry.

For the HOMO energy (alpha / beta), the calculation gives 0.8629 / -5.2334 eV. As for the electronic energy: -702.02317 Ha. The value obtained for the lowest unoccupied orbital energy (alpha / beta) is 3.49 / 3.42 eV. The HOMO-LUMO gap (alpha / beta) is 2.63 / 8.65 eV. As for the expectation value of S²: 0.75.

ORCA input file:
```
! wB97M-V def2-TZVPD RIJCOSX def2/J DEFGRID3
* xyz -1 2
C 0.0393 -1.2134 0.3335
C 1.3755 -0.5268 0.8333
S 2.3426 0.3742 -0.4672
N -1.1991 -0.3696 0.3815
C -1.6203 0.4866 -0.6480
N -0.7798 1.4060 -1.1960
O -2.7893 0.3815 -1.0158
H 0.1579 -1.5090 -0.7155
H -0.0993 -2.1134 0.9319
H 2.0304 -1.3152 1.1724
H 1.0518 0.1811 1.6046
H 3.0650 1.1531 0.4080
H -2.0117 -0.8662 0.7028
H -1.3157 2.0004 -1.8160
H -0.2472 1.9308 -0.5096
*
```


DFT (the ωB97M-V functional and the def2-TZVPD basis) results for C3H8N2OS in the gas phase at a distorted geometry.

For the HOMO energy, the calculation gives -9.2969 eV. As for the electronic energy: -702.03496 Ha. The value obtained for the lowest unoccupied orbital energy is 0.59 eV. Its structure (SMILES) is NC(=O)NCCS. The HOMO-LUMO gap is 9.89 eV.

ORCA input file:
```
! wB97M-V def2-TZVPD RIJCOSX def2/J DEFGRID3
* xyz 0 1
C 0.1896 0.9918 0.7348
C -0.7993 0.1548 1.5908
S -2.0448 -0.8147 0.5750
N 1.1940 0.3589 -0.2099
C 0.9374 0.1261 -1.5927
N 0.1269 -0.9729 -1.8454
O 1.6706 0.6724 -2.4451
H -0.3754 1.7615 0.2447
H 0.8310 1.4710 1.4973
H -1.2394 0.8511 2.2116
H -0.3391 -0.5502 2.3866
H -1.8362 -2.0214 1.0895
H 2.1085 0.8052 -0.1497
H -0.0409 -1.2132 -2.8579
H -0.3827 -1.6205 -1.2296
*
```


Taking the records one at a time from the top gives energy relative to the best compared isomer or geometry (same formula, charge and spin) values of 397.4, 564.1, 396.3, 305.2, 352.2, 449.5, 9.0, 111.7 kJ/mol.